P:
Computed, not measured: 7 unconnected molecules or ions with the total composition H14O7, with ωB97M-V/def2-TZVPD.

XYZ file:
```
21
Properties=species:S:1:pos:R:3
O 0.529 -4.670 1.166
H 1.202 -5.309 0.933
H 0.705 -3.918 0.600
O 3.305 1.716 -2.588
H 2.728 1.979 -3.305
H 3.311 2.468 -1.996
O -0.050 -0.003 -0.242
H 0.756 0.077 0.269
H -0.557 0.777 -0.014
O -5.751 1.909 1.713
H -4.801 1.980 1.622
H -6.006 2.700 2.189
O -0.096 -2.708 -2.971
H -0.019 -2.141 -2.204
H 0.646 -2.465 -3.525
O 2.937 -0.777 1.700
H 3.587 -1.384 1.345
H 2.858 -1.023 2.622
O -1.967 3.285 1.009
H -1.188 3.657 1.422
H -2.131 3.850 0.254
```

Results
Kohn-Sham gap   11.37 eV
LUMO energy   0.170 eV
E_HOMO   -11.197 eV

Charges computed using Löwdin, reported in e: O -0.05; H 0.03; H 0.02; O -0.05; H 0.03; H 0.03; O -0.05; H 0.01; H 0.02; O -0.05; H 0.02; H 0.03; O -0.05; H 0.01; H 0.03; O -0.05; H 0.03; H 0.03; O -0.05; H 0.03; H 0.03


Q:
Computed, not measured: 7 unconnected molecules or ions with the total composition H14O7, with ωB97M-V/def2-TZVPD.

XYZ file:
```
21
Properties=species:S:1:pos:R:3
O -0.302 0.831 2.697
H 0.504 0.852 3.211
H -0.564 1.749 2.622
O -0.407 -3.389 -0.640
H -0.620 -2.493 -0.898
H -1.118 -3.918 -1.002
O -0.038 -0.446 -0.302
H -0.317 -0.652 0.590
H 0.543 0.309 -0.203
O -1.427 -1.389 3.789
H -1.166 -0.530 3.457
H -2.182 -1.634 3.254
O -1.568 -0.159 -2.849
H -1.283 -0.370 -1.960
H -0.909 -0.563 -3.414
O 1.498 1.928 -3.198
H 2.189 2.488 -2.843
H 1.690 1.059 -2.845
O 1.881 1.730 0.258
H 2.208 2.225 -0.493
H 1.387 2.370 0.770
```

Results
Kohn-Sham gap   10.70 eV
LUMO energy   -0.266 eV
E_HOMO   -10.961 eV

Charges computed using Löwdin, reported in e: O -0.02; H 0.07; H 0.06; O -0.05; H -0.01; H 0.03; O -0.04; H 0.04; H 0.00; O -0.06; H -0.04; H 0.03; O -0.06; H -0.02; H 0.03; O -0.04; H 0.02; H 0.03; O -0.03; H 0.03; H 0.04


The data favor Q; the next most stable structure lies 31.9 kJ/mol above it.


P:
Computed, not measured: 7 unconnected molecules or ions with the total composition H14O7, with ωB97M-V/def2-TZVPD.

XYZ file:
```
21
Properties=species:S:1:pos:R:3
H 1.911 0.889 0.778
H 2.063 -0.526 0.331
H 0.458 -0.034 -2.287
H -0.121 1.148 -1.449
H 0.566 -1.854 -0.926
H 1.749 -2.494 -1.833
H -1.399 0.777 1.620
H -1.921 2.080 2.501
H 0.199 -0.531 1.846
H -0.995 -1.293 1.027
H -1.755 -2.466 -1.313
H -0.948 -1.083 -1.321
H 0.554 3.192 -0.217
H -0.271 2.234 0.663
O 1.846 -0.052 1.147
O -0.416 0.409 -2.013
O 1.503 -1.592 -1.322
O -1.663 1.728 1.579
O -0.754 -0.850 1.908
O -1.155 -1.907 -0.802
O 0.552 2.225 0.083
```

Results
Kohn-Sham gap   11.25 eV
LUMO energy   0.361 eV
E_HOMO   -10.886 eV

Charges computed using Löwdin, reported in e: H 0.06; H 0.01; H 0.08; H 0.02; H 0.05; H 0.13; H 0.00; H 0.11; H 0.04; H 0.05; H 0.08; H 0.02; H 0.10; H 0.02; O -0.09; O -0.09; O -0.17; O -0.11; O -0.12; O -0.08; O -0.12


Q:
Computed, not measured: a molecular structure, H14O7, with ωB97M-V/def2-TZVPD.

XYZ file:
```
21
Properties=species:S:1:pos:R:3
O -1.532 -0.094 1.161
H -1.484 -0.939 1.609
H -2.436 -0.037 0.852
O 1.950 0.639 -1.245
H 1.358 0.084 -0.738
H 2.540 1.019 -0.594
O -2.110 1.905 1.705
H -2.830 2.228 1.164
H -1.929 1.028 1.365
O -0.168 2.646 0.161
H -0.687 2.328 0.900
H -0.705 2.458 -0.608
O 0.412 -0.213 -0.179
H -0.111 -0.785 -0.741
H -0.232 0.263 0.345
O 0.924 -2.596 -1.352
H 0.691 -2.121 -2.149
H 1.403 -3.364 -1.661
O 1.925 -1.563 0.266
H 1.752 -2.020 -0.557
H 1.268 -0.867 0.297
```

Results
Kohn-Sham gap   7.55 eV
LUMO energy   -0.683 eV
E_HOMO   -8.233 eV

Charges computed using Löwdin, reported in e: O 0.07; H 0.15; H 0.14; O -0.07; H -0.23; H 0.04; O -0.04; H 0.06; H -0.17; O -0.04; H -0.03; H 0.04; O 0.07; H 0.13; H 0.07; O 0.04; H 0.10; H 0.11; O -0.10; H -0.14; H -0.18


The data favor P; the next most stable structure lies 820.5 kJ/mol above it.